# C2H4N2O

A 2-piece molecular cluster, C2H4N2O overall at a distorted geometry (ωB97M-V/def2-TZVPD, the Open Molecules 2025 dataset).

XYZ file:
```
9
Properties=species:S:1:pos:R:3:forces:R:3
C 1.292 0.200 0.191 2.4758 0.6898 1.3033
C -2.440 -0.422 0.040 -0.9492 0.7766 0.3285
N 0.813 0.629 1.289 -1.5964 -0.1604 -0.7986
N 0.649 -0.331 -0.880 -1.8712 2.2517 1.5948
O -3.214 0.325 0.389 0.6867 -0.7472 -0.2874
H 2.404 0.374 0.230 -0.8451 -0.8681 -1.2075
H -0.193 0.467 1.144 -0.2276 0.2669 0.9823
H -0.363 -0.308 -0.926 0.4268 -0.0994 0.3136
H 1.054 -0.935 -1.476 1.9002 -2.1099 -2.2291
```
Positions in Å, forces in eV/Å.

Its HOMO energy is -9.426 eV.

=====

# C19H24N4O3

One molecule with the formula C19H24N4O3 (ωB97M-V/def2-TZVPD, the Open Molecules 2025 dataset).

XYZ file:
```
50
Properties=species:S:1:pos:R:3:forces:R:3
H -7.424 -2.825 2.470 -0.0023 0.0010 -0.0001
N -7.279 -3.810 2.663 -0.0040 -0.0151 0.0064
C -6.068 -4.132 2.519 -0.0093 0.0394 -0.0135
N -5.523 -5.383 2.704 0.0196 -0.0250 0.0064
C -4.168 -5.346 2.453 -0.0018 -0.0079 -0.0032
C -3.865 -4.093 2.107 0.0347 0.0054 -0.0051
C -2.524 -3.565 1.789 -0.0690 -0.0026 0.0129
O -1.555 -4.289 1.973 0.0186 0.0019 -0.0070
N -2.398 -2.305 1.318 0.0279 0.0130 0.0149
C -3.443 -1.384 0.852 -0.0019 -0.0197 -0.0374
C -2.690 -0.451 -0.096 0.0027 -0.0118 0.0355
C -2.595 -1.038 -1.500 -0.0368 0.0135 -0.0133
C -1.327 -0.351 0.606 -0.0017 0.0573 -0.0094
N -0.267 0.209 -0.196 0.0395 -0.0491 0.0445
C 0.657 1.073 0.321 -0.0091 -0.1476 -0.0604
O 0.595 1.491 1.460 -0.0054 0.0248 0.0085
C 1.725 1.525 -0.661 -0.0184 0.1081 -0.0027
C 3.056 1.851 0.022 -0.0311 0.0762 0.0802
C 3.832 2.915 -0.711 0.0371 -0.0553 -0.0625
C 3.461 4.253 -0.597 0.0045 -0.0044 -0.0009
C 4.157 5.231 -1.288 0.0010 -0.0072 0.0011
C 5.228 4.887 -2.101 0.0025 -0.0012 -0.0004
C 5.616 3.559 -2.232 -0.0141 0.0090 0.0060
C 6.760 3.174 -3.131 0.0000 0.0011 0.0079
C 4.908 2.589 -1.528 0.0051 -0.0128 -0.0060
C -1.058 -1.784 1.075 0.0106 0.0270 -0.0102
O -5.026 -3.319 2.145 0.0138 -0.0233 0.0031
H -6.072 -6.175 2.981 -0.0185 0.0126 0.0055
H -3.515 -6.194 2.543 -0.0009 0.0012 -0.0038
H -4.243 -1.922 0.349 -0.0001 0.0111 0.0005
H -3.877 -0.832 1.690 0.0000 -0.0055 0.0058
H -3.175 0.525 -0.136 0.0108 0.0078 -0.0126
H -2.105 -2.015 -1.496 0.0049 -0.0027 0.0055
H -3.591 -1.174 -1.923 0.0040 -0.0015 0.0014
H -2.047 -0.378 -2.175 0.0104 -0.0042 0.0019
H -1.418 0.300 1.475 -0.0048 -0.0142 0.0110
H -0.070 -0.211 -1.089 0.0031 0.0240 -0.0080
H 1.328 2.431 -1.129 0.0070 0.0110 0.0056
H 1.855 0.796 -1.464 -0.0030 -0.0029 0.0010
H 3.658 0.945 0.117 -0.0072 -0.0058 -0.0010
H 2.831 2.195 1.032 -0.0104 -0.0014 -0.0039
H 2.632 4.525 0.047 -0.0003 -0.0008 0.0012
H 3.870 6.270 -1.186 0.0002 0.0011 -0.0007
H 5.772 5.659 -2.633 0.0011 -0.0009 -0.0007
H 7.231 2.250 -2.797 0.0014 0.0000 -0.0021
H 6.414 3.017 -4.155 -0.0001 -0.0010 -0.0009
H 7.521 3.954 -3.158 0.0005 -0.0006 -0.0033
H 5.209 1.550 -1.612 -0.0001 0.0001 0.0005
H -0.546 -2.368 0.305 -0.0087 -0.0184 0.0022
H -0.448 -1.827 1.977 -0.0021 -0.0038 -0.0004
```
Positions in Å, forces in eV/Å.

As for the structure (SMILES): [H]/N=c1/[nH]cc(C(=O)N2C[C@H](C)[C@H](NC(=O)CCc3cccc(C)c3)C2)o1. Its HOMO energy is -8.303 eV.

=====

# C9H15AuBr2IN4O2S

C9H15AuBr2IN4O2S as an isolated structure at a distorted geometry (ωB97M-V/def2-TZVPD, the Open Molecules 2025 dataset).

XYZ file:
```
35
Properties=species:S:1:pos:R:3:forces:R:3
Au -0.356 -0.376 -0.067 0.7589 0.2358 0.0834
Br -2.817 -0.748 -0.192 0.1383 -0.1683 0.0198
C -3.505 1.096 -0.047 0.0199 0.1228 0.1260
Br -2.172 2.398 -0.437 0.1188 -0.1437 -0.0577
H -3.837 1.203 0.978 0.0452 -0.0179 0.0236
H -4.314 1.152 -0.765 -0.0003 -0.0483 -0.0537
N -1.637 0.177 5.111 0.0185 0.0209 -0.2108
C -0.724 -0.783 4.407 0.0381 0.0089 -0.0294
C -0.748 -0.406 2.910 -0.6824 0.5442 0.3293
O 0.025 -1.086 2.177 -0.1957 0.2998 -1.4662
O -1.530 0.489 2.568 0.3620 -0.4008 -0.0334
H -2.345 -0.284 5.681 -0.0407 -0.0457 0.0249
H -2.086 0.708 4.334 -0.0206 0.0114 0.1726
H -1.137 0.835 5.708 0.0508 0.0313 0.0459
H -1.093 -1.797 4.536 0.0120 -0.0256 -0.0154
H 0.277 -0.719 4.824 0.0412 -0.0063 -0.0346
I 4.996 -1.941 1.769 0.3743 -0.4276 0.2615
C 3.893 -0.657 0.645 -0.6883 0.4487 -0.0965
C 4.472 0.438 -0.013 -0.2582 -0.4433 0.2314
C 3.643 1.289 -0.710 -0.5157 -0.1976 -0.3489
C 2.279 1.015 -0.771 -0.0089 0.5409 -0.4184
N 1.728 -0.015 -0.119 -0.5591 -0.2989 -0.0143
C 2.502 -0.839 0.591 0.6687 -0.0424 0.3409
H 5.540 0.608 0.025 -0.0044 0.0027 0.0574
H 4.040 2.140 -1.246 -0.0744 0.0366 0.0059
H 1.615 1.623 -1.370 -0.0150 0.1277 0.1215
H 2.008 -1.619 1.152 0.1423 -0.0991 -0.1228
N -0.602 -1.549 -5.022 -0.0121 -0.1046 -0.1736
C -1.074 -0.330 -4.850 0.1628 -0.3681 0.3658
N -1.577 0.362 -5.850 -0.0156 0.0395 0.0267
S -1.056 0.415 -3.271 0.0901 0.3263 0.8154
H -0.667 -2.021 -5.914 0.0392 0.0069 -0.0040
H -0.195 -2.066 -4.260 -0.0106 0.0394 -0.0121
H -1.569 0.011 -6.800 0.0039 -0.0204 0.0131
H -1.975 1.279 -5.711 0.0172 0.0146 0.0269
```
Positions in Å, forces in eV/Å.

Its net charge is +3. Its HOMO energy (spin up / spin down) is -16.982 / -16.485 eV.

=====

# C5H5NO

One molecule with the formula C5H5NO at a distorted geometry (ωB97M-V/def2-TZVPD, the Open Molecules 2025 dataset).

XYZ file:
```
12
Properties=species:S:1:pos:R:3:forces:R:3
O 2.273 0.555 0.860 -0.5324 -0.4943 -0.0555
C 1.403 -0.045 0.319 0.5840 -0.1981 -0.2775
C 0.548 0.361 -0.867 0.0972 -0.0932 0.0750
C -0.863 0.031 -0.449 -0.4734 1.3668 0.1424
C -1.269 0.337 0.806 -0.5750 -0.1426 -0.3850
C 0.035 -1.953 0.111 0.8663 -1.0002 0.8078
N 0.992 -1.433 0.616 0.1995 0.1939 -0.3011
H 0.542 1.442 -1.056 0.3978 -0.2303 0.1725
H 0.936 -0.137 -1.763 -0.2187 -0.1465 0.1507
H -1.605 -0.088 -1.229 -0.0661 0.7404 -0.1384
H -0.801 0.050 1.746 0.6572 0.7909 -0.3879
H -2.190 0.881 0.907 -0.9364 -0.7868 0.1969
```
Positions in Å, forces in eV/Å.

Its HOMO energy is -9.332 eV.

=====

Total energy, record by record: -263.3271 -1183.2014 -6699.9822 -323.3769 Ha
Relative energy (zero: lowest compared OMol25 entry of this formula, charge and spin), record by record: 0.9837 1.6637 2.6916 3.8859 eV